(1)
{
  "formula": "C24H34NO3PRuS",
  "method": "wB97M-V/def2-TZVPD",
  "elements": ["Ru", "C", "O", "C", "O", "C", "O", "C", "P", "H", "H", "C", "H", "C", "H", "H", "H", "C", "H", "C", "H", "H", "C", "H", "H", "H", "C", "H", "H", "H", "C", "H", "H", "H", "C", "H", "H", "H", "H", "H", "N", "S", "C", "C", "C", "C", "C", "C", "C", "C", "C", "C", "C", "C", "H", "H", "H", "H", "H", "H", "H", "H", "H", "H", "H"],
  "coordinates": [[-0.218, -0.431, -0.095], [-2.141, -0.622, -0.283], [-3.302, -0.548, -0.304], [-0.378, 1.404, 0.203], [-0.427, 2.562, 0.364], [1.692, -0.334, 0.258], [2.792, -0.223, 0.617], [-1.523, 0.977, -3.333], [-0.056, 0.150, -2.471], [0.467, -1.637, -4.127], [-2.353, 0.309, -3.049], [1.430, 0.935, -3.323], [1.214, 0.993, -4.406], [-1.387, 0.970, -4.858], [-1.095, -0.007, -5.260], [-0.649, 1.705, -5.203], [-2.349, 1.235, -5.323], [-1.888, 2.378, -2.818], [-1.114, 3.129, -3.029], [0.889, -2.445, -2.191], [-2.069, 2.362, -1.738], [-2.817, 2.706, -3.313], [-1.414, -2.195, -3.262], [0.508, -2.284, -1.150], [0.872, -3.511, -2.491], [1.937, -2.122, -2.159], [0.000, -1.623, -3.129], [-1.369, -3.286, -3.351], [-1.939, -1.815, -4.145], [-2.034, -1.967, -2.388], [2.696, 0.096, -3.147], [2.979, 0.048, -2.086], [3.519, 0.579, -3.694], [2.577, -0.923, -3.533], [1.656, 2.357, -2.800], [1.801, 2.346, -1.709], [0.822, 3.032, -3.026], [2.568, 2.769, -3.259], [-0.693, -3.261, -0.282], [-0.457, -2.659, 0.228], [-0.305, -1.282, 1.796], [-1.212, -0.786, 3.085], [-0.652, -1.924, 4.371], [-1.619, -2.680, 5.049], [-1.238, -3.569, 6.060], [0.107, -3.723, 6.395], [1.073, -3.003, 5.701], [0.706, -2.093, 4.689], [-0.618, 0.780, 3.730], [0.668, 1.291, 3.533], [1.072, 2.457, 4.198], [0.200, 3.137, 5.051], [-1.102, 2.655, 5.208], [-1.509, 1.487, 4.565], [0.330, -2.047, 2.081], [-2.668, -2.581, 4.754], [-2.006, -4.138, 6.560], [0.392, -4.404, 7.188], [2.124, -3.144, 5.925], [1.483, -1.553, 4.147], [1.368, 0.790, 2.856], [2.076, 2.844, 4.044], [0.523, 4.021, 5.591], [-1.817, 3.188, 5.832], [-2.530, 1.110, 4.698]],
  "forces_ev_per_angstrom": [[0.44, -1.41, -0.23], [-5.99, 0.44, -0.82], [4.58, -0.44, 0.22], [-0.74, 7.72, 1.07], [0.23, -4.31, -0.56], [5.23, -0.03, 0.50], [-3.96, -0.30, -1.04], [-0.47, -0.15, 0.75], [0.25, 0.13, -3.02], [-0.11, 0.53, 0.24], [0.11, 0.11, -0.14], [0.42, 0.15, 0.67], [-0.41, -0.29, 0.55], [0.41, -0.15, -0.30], [-0.06, 0.14, 0.04], [-0.23, -0.11, 0.11], [0.22, -0.07, 0.32], [0.06, 0.05, 0.10], [-0.35, -0.27, 0.01], [0.05, 0.00, 0.38], [-0.10, 0.14, -0.13], [0.37, -0.15, 0.22], [-0.14, -0.07, 0.00], [0.66, -0.77, -1.29], [-0.10, 0.45, 0.41], [-0.33, -0.10, -0.19], [0.08, -0.24, 0.00], [0.04, 0.17, -0.04], [0.14, -0.06, 0.22], [-0.01, -0.15, -0.06], [0.03, -0.02, -0.06], [0.12, -0.03, -0.24], [-0.22, -0.17, 0.19], [0.21, 0.38, -0.02], [0.01, 0.20, 0.01], [0.10, 0.08, -0.16], [0.34, -0.16, 0.03], [-0.33, -0.09, 0.19], [0.39, 1.20, 1.68], [-1.11, -2.47, -1.26], [0.03, 0.06, 2.01], [0.49, -0.98, -0.73], [-0.55, -0.25, 0.53], [-0.21, 1.95, -2.28], [0.72, -1.09, 1.19], [0.51, 0.10, 0.00], [-0.10, -1.16, 1.16], [-0.79, 0.78, -0.96], [1.79, 0.42, 0.11], [-1.47, -2.30, -1.08], [0.52, 1.49, 0.66], [-1.21, -0.07, 0.52], [1.22, 1.89, 0.80], [-0.71, -1.38, -0.82], [-0.26, 0.73, -0.18], [0.20, -0.11, 0.24], [-0.10, -0.15, 0.18], [0.02, 0.00, -0.06], [0.03, 0.00, 0.05], [-0.09, -0.07, 0.17], [-0.21, 0.13, 0.25], [-0.03, -0.07, 0.01], [-0.01, -0.02, -0.13], [0.13, -0.04, -0.03], [0.24, 0.23, 0.05]],
  "nbo_charge": [0.1019, 0.6001, -0.3466, 0.5462, -0.3733, 0.6075, -0.3780, -0.4970, 1.1684, 0.2773, 0.2338, -0.5029, 0.2803, -0.6302, 0.2240, 0.2310, 0.2737, -0.6127, 0.2270, -0.6135, 0.1853, 0.2690, -0.6228, 0.1548, 0.2697, 0.2353, -0.5006, 0.2621, 0.2536, 0.1812, -0.6135, 0.1854, 0.2714, 0.2239, -0.6177, 0.1814, 0.2291, 0.2681, 0.1256, -0.0978, -1.0849, 1.1540, -0.3356, -0.0033, 0.0454, -0.1759, -0.0635, 0.0753, -0.2423, -0.1182, 0.0644, -0.1626, -0.0821, 0.0324, 0.4174, 0.2793, 0.2915, 0.3064, 0.2902, 0.2412, 0.2557, 0.2821, 0.3046, 0.2982, 0.2699],
  "homo_energy_ev": [-19.0, -20.3],
  "homo_lumo_gap_ev": [5.76, 3.40],
  "lumo_energy_ha": [-0.4848, -0.6218],
  "s2": 6.052,
  "multiplicity": 5,
  "total_charge": 4
}

(2)
{
  "formula": "C42H70BrNO22",
  "method": "wB97M-V/def2-TZVPD",
  "elements": ["C", "C", "O", "C", "C", "O", "C", "C", "O", "C", "O", "C", "C", "O", "C", "C", "C", "C", "C", "C", "C", "C", "C", "C", "C", "C", "C", "C", "Br", "N", "C", "C", "O", "C", "C", "O", "H", "H", "H", "H", "H", "H", "H", "H", "H", "H", "H", "H", "H", "H", "H", "H", "H", "H", "H", "H", "H", "H", "H", "H", "H", "H", "H", "H", "H", "H", "H", "H", "H", "H", "H", "H", "H", "H", "H", "H", "C", "O", "C", "O", "O", "C", "H", "H", "H", "H", "H", "H", "C", "O", "C", "O", "O", "C", "H", "H", "H", "H", "H", "H", "C", "O", "C", "O", "O", "C", "H", "H", "H", "H", "H", "H", "C", "O", "C", "O", "O", "C", "H", "H", "H", "H", "H", "H", "C", "O", "C", "O", "O", "C", "H", "H", "H", "H", "H", "H"],
  "coordinates": [[9.377, -2.253, 4.589], [8.734, -1.522, 3.415], [9.669, -1.058, 2.456], [9.504, -1.621, 1.178], [8.500, -0.843, 0.259], [7.873, 0.235, 0.940], [6.674, 0.646, 0.288], [6.588, 2.173, 0.402], [5.679, 2.645, -0.619], [4.521, 3.141, -0.062], [3.754, 3.910, -0.562], [4.522, 2.475, 1.352], [3.307, 2.851, 2.219], [2.639, 1.652, 2.595], [1.273, 1.683, 2.456], [0.610, 2.111, 1.332], [-0.753, 2.105, 1.210], [-1.407, 2.612, -0.055], [-1.487, 1.614, 2.265], [-0.854, 1.153, 3.396], [0.514, 1.188, 3.511], [1.182, 0.652, 4.774], [1.189, 1.659, 5.957], [0.477, -0.686, 5.158], [5.978, 2.828, 1.691], [6.712, 2.311, 2.972], [6.108, 1.252, 3.895], [5.505, -0.015, 3.308], [4.833, 1.993, 5.217], [6.237, 4.277, 1.546], [5.426, 5.170, 2.355], [5.762, 5.634, 3.773], [4.421, 5.624, 1.851], [7.619, 4.689, 1.385], [8.625, 4.920, 2.511], [8.008, 4.906, 0.258], [8.580, -2.423, 5.326], [9.736, -3.244, 4.299], [10.132, -1.647, 5.092], [8.237, -0.634, 3.825], [7.938, -2.122, 2.957], [10.490, -1.610, 0.709], [9.148, -2.658, 1.246], [9.106, -0.397, -0.547], [7.752, -1.499, -0.202], [6.820, 0.446, -0.785], [5.780, 0.085, 0.584], [7.590, 2.481, 0.095], [4.300, 1.447, 1.057], [2.687, 3.517, 1.607], [3.562, 3.460, 3.093], [1.199, 2.488, 0.494], [-2.284, 2.018, -0.324], [-1.685, 3.660, 0.100], [-0.724, 2.559, -0.907], [-2.569, 1.599, 2.169], [-1.476, 0.746, 4.185], [2.206, 0.358, 4.528], [0.478, 1.343, 6.725], [2.195, 1.670, 6.380], [0.894, 2.641, 5.583], [1.128, -1.300, 5.785], [0.222, -1.239, 4.250], [-0.467, -0.461, 5.665], [7.706, 1.958, 2.663], [6.914, 3.173, 3.610], [6.928, 0.918, 4.536], [6.215, -0.613, 2.733], [5.202, -0.652, 4.148], [4.611, 0.124, 2.697], [4.926, 6.218, 4.157], [6.604, 6.332, 3.695], [5.988, 4.827, 4.475], [9.285, 5.752, 2.265], [9.274, 4.033, 2.519], [8.206, 4.994, 3.513], [-2.468, -0.476, -5.440], [-1.248, 0.070, -5.946], [-0.758, 1.072, -5.216], [-1.251, 1.522, -4.215], [0.372, 1.489, -5.787], [1.010, 2.569, -5.103], [-2.767, -1.276, -6.111], [-2.322, -0.890, -4.444], [-3.250, 0.282, -5.426], [1.291, 2.273, -4.093], [0.363, 3.444, -5.076], [1.910, 2.813, -5.661], [-5.124, -4.879, -1.990], [-5.779, -3.715, -1.488], [-5.313, -2.571, -1.983], [-4.423, -2.459, -2.787], [-6.000, -1.569, -1.437], [-5.599, -0.272, -1.884], [-5.584, -5.745, -1.522], [-5.253, -4.959, -3.069], [-4.066, -4.868, -1.732], [-5.749, -0.171, -2.958], [-4.558, -0.081, -1.626], [-6.228, 0.450, -1.371], [-1.543, 5.006, 5.265], [-2.411, 5.432, 6.317], [-2.672, 4.489, 7.221], [-2.248, 3.363, 7.212], [-3.485, 5.010, 8.141], [-3.850, 4.102, 9.180], [-1.404, 5.852, 4.597], [-0.573, 4.712, 5.662], [-1.989, 4.186, 4.704], [-2.970, 3.772, 9.730], [-4.387, 3.247, 8.773], [-4.507, 4.641, 9.858], [-9.496, -7.285, -6.542], [-8.381, -6.733, -5.842], [-7.657, -5.879, -6.564], [-7.872, -5.559, -7.703], [-6.653, -5.440, -5.804], [-5.788, -4.508, -6.456], [-10.007, -7.959, -5.861], [-10.188, -6.500, -6.842], [-9.164, -7.852, -7.411], [-6.336, -3.614, -6.750], [-5.311, -4.965, -7.321], [-5.019, -4.226, -5.741], [-15.463, -8.394, -9.523], [-14.346, -7.838, -8.829], [-13.622, -6.985, -9.554], [-13.836, -6.668, -10.693], [-12.619, -6.544, -8.794], [-11.752, -5.613, -9.446], [-15.966, -9.065, -8.832], [-16.158, -7.610, -9.823], [-15.133, -8.962, -10.391], [-12.296, -4.719, -9.745], [-11.274, -6.072, -10.310], [-10.982, -5.332, -8.733]],
  "forces_ev_per_angstrom": [[-0.73, -0.24, -0.09], [-0.16, 0.70, 0.69], [-0.06, -0.49, -0.14], [-0.47, 0.14, -0.16], [0.86, 0.49, -0.11], [-0.62, -0.50, 0.44], [0.74, 0.19, -0.59], [-0.76, -0.09, -0.51], [-0.35, 0.54, -0.80], [0.36, -0.05, 0.83], [0.60, -1.16, -0.07], [-1.47, 1.72, -0.42], [0.53, 0.79, -0.51], [0.01, 0.54, -0.38], [-0.68, -0.40, 0.94], [1.45, 0.66, -1.23], [-0.47, -0.04, -0.61], [0.21, -0.02, 0.13], [-0.80, 0.12, -0.18], [-0.82, -0.01, 0.02], [1.03, -0.29, 1.09], [-0.45, -0.98, -0.10], [0.01, -0.55, -0.63], [0.10, 0.59, -0.20], [1.41, -1.77, -0.06], [-0.47, 0.05, 0.15], [0.39, -0.63, -0.17], [-0.47, -0.55, 0.24], [0.24, 0.11, -0.24], [0.07, 0.44, 1.09], [-1.43, 0.83, -0.15], [0.40, 0.12, -0.39], [0.72, -0.63, 0.28], [0.72, 0.87, -1.24], [-0.18, -0.80, 0.24], [-0.35, -0.46, 0.77], [0.13, -0.01, -0.07], [0.33, 0.23, 0.06], [0.15, -0.15, -0.28], [0.03, -0.08, -0.13], [0.23, -0.08, -0.05], [-0.14, -0.08, -0.01], [0.25, 0.03, 0.10], [-0.30, -0.16, -0.10], [0.09, -0.08, 0.22], [-0.31, 0.26, 0.07], [0.20, 0.05, 0.32], [-0.17, 0.52, 0.40], [0.77, -0.21, 0.55], [-0.13, -0.31, 0.08], [0.04, -0.45, 0.12], [-0.07, -0.08, 0.08], [-0.03, 0.19, 0.15], [-0.16, -0.13, -0.23], [-0.02, 0.09, 0.13], [0.06, -0.11, 0.19], [0.19, 0.06, 0.10], [-0.05, 0.40, -0.05], [0.06, 0.18, -0.05], [-0.17, 0.30, 0.16], [0.22, 0.05, 0.29], [-0.23, 0.08, 0.10], [0.17, -0.09, 0.15], [0.16, -0.25, 0.17], [-0.23, -0.17, 0.00], [-0.06, -0.11, -0.09], [-0.13, 0.23, 0.05], [0.20, 0.42, 0.00], [-0.01, 0.09, -0.14], [0.06, 0.27, 0.16], [-0.09, -0.20, -0.19], [0.00, -0.22, 0.22], [0.13, 0.06, -0.17], [-0.30, 0.10, -0.01], [-0.14, 0.07, -0.04], [0.07, 0.14, -0.17], [-0.25, -0.21, 0.08], [0.00, -0.02, -0.07], [0.07, -0.04, -0.10], [-0.03, 0.04, 0.07], [0.01, -0.02, -0.03], [0.20, 0.20, 0.06], [0.19, 0.05, -0.12], [-0.06, 0.12, 0.04], [0.06, 0.03, 0.12], [-0.12, 0.04, 0.03], [-0.05, -0.06, 0.11], [-0.06, -0.15, -0.12], [0.11, -0.34, -0.08], [-0.02, -0.03, 0.04], [-0.11, 0.01, 0.10], [0.06, 0.00, -0.11], [-0.02, 0.01, 0.01], [0.01, 0.29, 0.00], [-0.17, 0.17, 0.11], [0.08, 0.07, 0.00], [0.01, 0.10, -0.11], [0.12, -0.06, -0.01], [0.03, -0.07, -0.12], [-0.08, -0.16, 0.08], [0.19, -0.01, -0.30], [-0.01, 0.05, 0.00], [-0.03, 0.10, -0.02], [0.01, -0.05, 0.01], [-0.02, 0.04, 0.01], [-0.13, -0.09, 0.24], [-0.14, 0.11, 0.14], [-0.07, -0.13, 0.03], [0.07, -0.09, 0.10], [0.01, -0.09, -0.10], [0.13, -0.05, -0.02], [0.03, 0.15, -0.13], [-0.28, -0.20, -0.06], [0.02, -0.02, 0.04], [0.00, -0.04, 0.12], [-0.02, 0.03, -0.04], [0.06, 0.01, 0.06], [0.26, 0.21, -0.03], [0.15, 0.07, 0.15], [0.06, 0.00, -0.09], [0.01, 0.13, -0.07], [-0.04, -0.08, -0.11], [-0.13, 0.03, -0.07], [-0.11, -0.13, 0.15], [-0.24, -0.16, -0.04], [0.01, -0.02, 0.05], [0.02, -0.02, 0.10], [-0.01, 0.01, -0.05], [0.04, 0.00, 0.07], [0.27, 0.22, -0.06], [0.14, 0.06, 0.13], [0.08, 0.01, -0.11], [0.00, 0.12, -0.06], [-0.06, -0.09, -0.10], [-0.12, 0.02, -0.06], [-0.08, -0.13, 0.11]],
  "mulliken_charge": [-1.4394, 0.6571, -0.3975, -0.6094, -0.6371, -0.0937, -1.4832, 0.3139, -0.4980, 0.3251, -0.5668, 0.3740, -2.1546, -0.2444, -0.2238, -0.0817, 0.5550, -1.4180, -1.0467, -0.2911, 0.2136, 1.5631, -1.1861, -1.7485, 1.4206, -0.7989, -0.4752, -0.8209, -0.1437, 0.3474, 0.7793, -1.5118, -0.4973, 0.6981, -1.3368, -0.5626, 0.3850, 0.3449, 0.3290, -0.4796, 0.3804, 0.3490, 0.3482, 0.3099, 0.5045, 0.7157, 0.2503, 0.6376, 0.6009, 0.7927, 0.0429, 0.4644, 0.2322, 0.2865, 0.3537, 0.4208, 0.2754, -0.2089, 0.4631, 0.1762, 0.1630, 0.3948, 0.3833, 0.3967, 0.1020, 0.4730, 0.7442, -0.3337, 0.6150, -0.0069, 0.4319, 0.3990, 0.3041, 0.3512, 0.2679, 0.3622, -0.5428, -0.3446, 0.8011, -0.5413, -0.3278, -0.5822, 0.2174, 0.2734, 0.2909, 0.2690, 0.2878, 0.2050, -0.3922, -0.3421, 0.8251, -0.5303, -0.3371, -0.5422, 0.2233, 0.0700, 0.2939, 0.2796, 0.2305, 0.2196, -0.5428, -0.3125, 0.7714, -0.5251, -0.3372, -0.6176, 0.2768, 0.2398, 0.2507, 0.2898, 0.2897, 0.2166, -0.5134, -0.3231, 0.7425, -0.5462, -0.2519, -0.6467, 0.2662, 0.1534, 0.2884, 0.3244, 0.3255, 0.1688, -0.6325, -0.3082, 0.7615, -0.5340, -0.2670, -0.6031, 0.2182, 0.2919, 0.2927, 0.3231, 0.3167, 0.1472],
  "relative_energy_kcal_mol": 0.0,
  "homo_energy_ev": -8.4,
  "homo_lumo_gap_ev": 8.76,
  "smiles": "CCOCCOC[C@H]1OC(=O)[C@H](COc2cc(C)ccc2C(C)C)[C@]1(C[C@H](C)Br)N(C(C)=O)C(C)=O.COC(=O)OC.COC(=O)OC.COC(=O)OC.COC(=O)OC.COC(=O)OC",
  "lumo_energy_ha": 0.0137
}

Number 2 is which compound? C42H70BrNO22

What is the formula in the second record? C42H70BrNO22